(1)
Here is the molecule C3H8N2 at a distorted geometry from the OMol25 dataset. Energies are from ωB97M-V/def2-TZVPD.

Last column: natural (NBO) charge in e.
Positions of all 13 atoms, in Å:
C  0.8646  -1.2972  1.0138  -0.380
N  -0.8331  -0.0818  -0.7735  -0.480
N  -1.8635  0.6518  -0.1327  -0.655
C  0.9611  -0.0396  0.5742  -0.195
C  0.6370  0.4488  -0.7868  -0.290
H  -1.1266  -0.2796  -1.7346  0.343
H  -1.7271  1.6648  -0.2149  0.322
H  -1.8478  0.4039  0.8624  0.349
H  1.2121  -1.5932  1.9887  0.198
H  0.2844  -2.0198  0.4577  0.204
H  1.5467  0.6704  1.1533  0.186
H  0.6850  1.5472  -0.8545  0.180
H  1.2073  -0.0757  -1.5530  0.217

Calculated values
* strongest force on any atom: 3.9 eV Å⁻¹
* HOMO-LUMO gap: 10.0 eV
* energy relative to the best compared isomer or geometry (same formula, charge and spin): 79.0 kcal per mole
* SMILES string: C=CCNN
* E_HOMO: -8.9 eV
* total charge: 0

(2)
Here is the molecule C3H7N3O at a distorted geometry from the OMol25 dataset. Energies are from ωB97M-V/def2-TZVPD.

Last column: natural (NBO) charge in e.
Positions of all 14 atoms, in Å:
N  -0.2169  -0.9200  -0.4657  -0.456
N  -1.3596  -0.2171  -0.7630  -0.383
C  0.8656  -0.4328  0.2808  0.331
N  1.2725  0.8564  -0.0599  -0.835
C  -1.6419  0.9581  -0.3402  0.344
C  1.4455  -1.1691  1.2349  -0.578
O  -2.6971  1.4463  -0.9804  -0.666
H  -0.4407  -1.8870  -0.2724  0.383
H  -2.8701  0.5283  -1.5054  0.494
H  2.1756  1.1034  0.3161  0.387
H  1.1856  1.0730  -1.0433  0.383
H  -1.0970  1.6141  0.3315  0.194
H  1.0199  -2.1020  1.5599  0.204
H  2.3588  -0.8517  1.7072  0.200

Calculated values
* strongest force on any atom: 3.1 eV Å⁻¹
* HOMO-LUMO gap: 8.9 eV
* energy relative to the best compared isomer or geometry (same formula, charge and spin): 65.8 kcal per mole
* SMILES string: C=C(N)N/N=C/O
* E_HOMO: -7.9 eV
* total charge: 0

(3)
Here is a structure of composition C14H16Cl3GeLiN2O2S6 from the OMol25 dataset. Energies are from ωB97M-V/def2-TZVPD.

Last column: natural (NBO) charge in e.
Positions of all 45 atoms, in Å:
Li  -0.4250  0.8730  -0.3266  0.792
O  -3.6168  2.6177  5.6366  -0.582
C  -3.0945  2.3322  4.5879  0.182
S  -1.7459  3.2336  3.8823  0.322
C  -1.5197  2.2606  2.4369  -0.411
C  -2.3876  1.1537  2.3129  -0.440
S  -2.3257  0.0172  1.1007  -0.099
S  -3.5767  0.9577  3.5884  0.333
S  -0.3117  2.6946  1.3618  -0.182
C  3.1677  -0.8439  1.3396  -0.825
S  1.9010  0.3866  1.5756  1.312
O  1.3328  0.5612  0.1917  -1.063
C  0.7611  -0.5655  2.5313  -0.318
C  0.3259  0.0099  3.7160  -0.195
C  -0.6221  -0.6591  4.4789  -0.210
C  -1.1245  -1.8747  4.0404  -0.183
C  -0.6878  -2.4327  2.8431  -0.218
C  0.2571  -1.7774  2.0730  -0.133
H  2.7386  -1.6791  0.7850  0.246
H  3.5402  -1.1672  2.3114  0.235
H  3.9658  -0.3755  0.7655  0.235
H  0.7033  0.9804  4.0179  0.235
H  -0.9883  -0.2150  5.3954  0.222
H  -1.8886  -2.3792  4.6183  0.216
H  -1.1113  -3.3634  2.4897  0.221
H  0.5521  -2.1749  1.1055  0.244
Cl  -1.2545  1.4976  -2.3302  -0.648
Ge  -3.2594  0.2037  -2.6774  0.912
Cl  -4.5445  2.0090  -3.1594  -0.577
Cl  -2.7499  -0.3461  -4.8760  -0.616
S  -0.2660  -2.1138  -1.6327  -0.367
C  0.5645  -1.1443  -2.7409  0.351
N  0.1803  -1.1006  -4.0344  -0.619
C  0.5949  -0.0370  -4.9433  -0.222
C  2.0308  0.3413  -4.6376  -0.417
C  2.1282  0.7106  -3.1701  -0.216
N  1.6155  -0.3925  -2.3673  -0.637
H  -0.7447  -1.4765  -4.1835  0.440
H  -0.0693  0.8227  -4.8260  0.222
H  0.4919  -0.4015  -5.9647  0.203
H  2.3478  1.1738  -5.2654  0.214
H  2.6867  -0.5101  -4.8402  0.201
H  1.5477  1.6166  -2.9699  0.207
H  3.1620  0.8984  -2.8769  0.194
H  1.7186  -0.3223  -1.3633  0.440

Calculated values
* strongest force on any atom: 0.7 eV Å⁻¹
* HOMO-LUMO gap (spin up / spin down): 6.5 / 6.6 eV
* energy relative to the best compared isomer or geometry (same formula, charge and spin): 0.0 kcal per mole
* E_HOMO (spin up / spin down): -4.5 / -5.4 eV
* 2S+1: 2
* expectation value of S²: 0.7650
* total charge: -1

(4)
Here is the molecule C7H6N2S at a distorted geometry from the OMol25 dataset. Energies are from ωB97M-V/def2-TZVPD.

Last column: natural (NBO) charge in e.
Positions of all 16 atoms, in Å:
C  -2.3044  -0.4619  0.3302  -0.221
C  -2.2256  0.9171  0.0203  -0.201
C  -1.1599  -1.2273  0.3665  -0.293
C  -1.0393  1.5263  -0.1831  -0.221
C  0.0692  -0.5538  0.3475  0.141
C  0.1960  0.8008  0.1017  -0.291
C  2.7729  -0.0982  0.1439  -0.051
N  2.6135  -1.1258  -0.7946  -0.469
N  2.1876  -1.2854  0.5245  -0.143
S  1.8032  1.5153  0.1409  0.234
H  -3.3149  -1.0389  0.4017  0.229
H  -3.2055  1.5260  -0.1409  0.226
H  -1.0270  -2.3304  0.4072  0.244
H  -1.1263  2.5795  -0.5643  0.232
H  3.6804  0.2996  0.5350  0.201
H  2.0799  -1.0430  -1.6366  0.385

Calculated values
* strongest force on any atom: 5.0 eV Å⁻¹
* HOMO-LUMO gap (spin up / spin down): 8.0 / 7.9 eV
* energy relative to the best compared isomer or geometry (same formula, charge and spin): 105.9 kcal per mole
* E_HOMO (spin up / spin down): -8.3 / -8.3 eV
* total charge: 0

(5)
Here is a cluster of 2 separate species, C5H5BrNO2S in total at a distorted geometry from the OMol25 dataset. Energies are from ωB97M-V/def2-TZVPD.

Last column: natural (NBO) charge in e.
Positions of all 15 atoms, in Å:
C  -1.3991  -1.4571  0.8676  0.252
C  -0.1476  -1.6948  -1.3435  0.945
C  0.6753  0.8289  1.6481  -0.476
C  0.7932  0.8285  0.2911  0.086
C  0.0902  1.5241  -0.7562  -0.759
N  -0.9609  -0.9378  -0.1011  -0.583
O  -0.4034  -1.0588  -2.3259  -0.690
O  0.5667  -2.5469  -0.9254  -0.654
S  -2.2158  -1.8931  2.1770  -0.241
Br  2.4095  -0.0282  -0.5676  -0.050
H  1.2334  0.1184  2.2402  0.213
H  -0.0781  1.3102  2.1670  0.204
H  0.5684  2.2846  -1.3812  0.226
H  -0.8813  1.9035  -0.3946  0.221
H  -0.2504  0.8185  -1.5953  0.307

Calculated values
* strongest force on any atom: 3.8 eV Å⁻¹
* HOMO-LUMO gap: 8.3 eV
* energy relative to the best compared isomer or geometry (same formula, charge and spin): 48.7 kcal per mole
* E_HOMO: -5.1 eV
* total charge: -1

(6)
Here is a structure of composition C40H37GeN7O2V from the OMol25 dataset. Energies are from ωB97M-V/def2-TZVPD.

Last column: natural (NBO) charge in e.
Positions of all 88 atoms, in Å:
V  -0.9208  -0.2926  0.0002  1.319
C  -2.1197  4.5264  -4.4775  -0.629
C  -1.8341  3.1953  -3.8458  -0.014
C  -0.5537  2.6448  -3.8841  -0.208
C  -0.2808  1.4354  -3.2718  -0.191
C  -1.2748  0.7346  -2.5952  0.125
N  -0.9685  -0.4733  -1.9142  -0.691
C  -0.9136  -1.6056  -2.7124  0.253
C  -1.3241  -1.5693  -4.0557  -0.237
C  -1.2856  -2.6789  -4.8744  -0.177
C  -0.8643  -3.9167  -4.4040  -0.053
C  -0.8781  -5.1398  -5.2738  -0.622
C  -0.4792  -3.9816  -3.0760  -0.202
C  -0.4761  -2.8592  -2.2528  0.055
N  -0.0329  -3.0701  -0.9135  -0.127
C  0.8068  -4.0313  -0.4859  -0.005
C  0.7669  -4.0492  0.8902  -0.316
C  -0.1319  -3.0369  1.2215  -0.002
N  -0.6094  -2.4466  0.1293  -0.327
C  -2.5624  1.2720  -2.5816  0.142
C  -2.8335  2.4855  -3.1973  -0.173
N  -3.6164  0.6114  -1.8987  -0.188
C  -4.4450  1.1628  -0.9870  -0.018
C  -5.2345  0.1475  -0.4984  -0.377
C  -4.8100  -0.9954  -1.2118  -0.067
N  -3.8186  -0.7123  -2.0389  -0.253
H  -1.6209  4.6206  -5.4427  0.217
H  -1.7682  5.3439  -3.8458  0.224
H  -3.1881  4.6689  -4.6360  0.215
H  0.2404  3.1746  -4.3962  0.212
H  0.7184  1.0174  -3.2899  0.221
H  -1.6909  -0.6404  -4.4627  0.227
H  -1.6134  -2.5819  -5.9024  0.209
H  -0.9587  -4.8657  -6.3250  0.217
H  -1.7252  -5.7874  -5.0384  0.218
H  0.0306  -5.7313  -5.1558  0.214
H  -0.1971  -4.9370  -2.6542  0.207
H  1.3662  -4.6222  -1.1878  0.232
H  1.3332  -4.6698  1.5589  0.244
H  -0.3847  -2.6685  2.2009  0.217
H  -3.8467  2.8673  -3.1680  0.212
H  -4.3501  2.1985  -0.7094  0.249
H  -6.0140  0.2247  0.2395  0.231
H  -5.1827  -2.0059  -1.1632  0.211
N  -2.3323  -0.4981  1.6532  -0.672
N  -2.0352  0.7541  2.2960  -0.515
C  -2.2443  1.8330  1.3575  0.881
O  -2.7629  2.8612  1.7391  -0.653
O  -1.8275  1.5377  0.1841  -0.770
H  -3.3125  -0.5420  1.3651  0.392
H  -2.1366  -1.2536  2.2989  0.384
H  -2.6042  0.9033  3.1222  0.380
C  0.8549  0.1790  0.3041  -0.979
Ge  1.8443  0.6429  1.8916  1.569
C  3.6537  1.2014  1.3857  -0.449
C  4.5794  1.4756  2.3921  -0.140
C  5.8640  1.8984  2.0931  -0.234
C  6.2497  2.0604  0.7697  -0.209
C  5.3435  1.7981  -0.2445  -0.215
C  4.0586  1.3711  0.0650  -0.196
C  1.0741  2.0913  2.9364  -0.431
C  1.2113  2.1630  4.3213  -0.216
C  0.7204  3.2501  5.0304  -0.219
C  0.0827  4.2836  4.3613  -0.232
C  -0.0578  4.2282  2.9829  -0.127
C  0.4412  3.1433  2.2793  -0.232
C  1.9849  -0.9379  3.0355  -0.450
C  3.0293  -1.8477  2.8988  -0.138
C  3.0645  -3.0150  3.6493  -0.235
C  2.0524  -3.2932  4.5553  -0.221
C  1.0063  -2.3934  4.7129  -0.218
C  0.9789  -1.2293  3.9573  -0.234
H  1.5062  0.1773  -0.5719  0.218
H  4.2969  1.3633  3.4342  0.201
H  6.5653  2.1062  2.8909  0.211
H  7.2517  2.3933  0.5321  0.211
H  5.6345  1.9269  -1.2792  0.210
H  3.3676  1.1800  -0.7476  0.206
H  1.7065  1.3639  4.8637  0.208
H  0.8357  3.2865  6.1066  0.208
H  -0.3094  5.1283  4.9133  0.210
H  -0.5761  5.0159  2.4531  0.210
H  0.3046  3.1075  1.2032  0.223
H  3.8326  -1.6482  2.1978  0.211
H  3.8878  -3.7080  3.5276  0.213
H  2.0838  -4.1998  5.1463  0.214
H  0.2191  -2.5927  5.4295  0.211
H  0.1589  -0.5289  4.0941  0.218

Calculated values
* strongest force on any atom: 0.5 eV Å⁻¹
* HOMO-LUMO gap (spin up / spin down): 7.8 / 7.8 eV
* E_HOMO (spin up / spin down): -7.6 / -7.6 eV
* 2S+1: 2
* expectation value of S²: 1.1854
* total charge: 0